Entry 1:
# C34H44BBaN11O4S5

A structure of composition C34H44BBaN11O4S5 in a non-equilibrium geometry (wB97M-V/def2-TZVPD, OMol25).

Last column: Mulliken charge in e.
Positions of all 100 atoms, in Å:
Ba  -0.17100  0.66000  1.86295  2.750
S  0.97239  -2.25187  1.06363  -0.327
S  -4.38270  0.96396  4.49936  -0.249
S  -1.53817  5.42734  0.89239  -0.239
S  1.41576  1.91140  -1.62571  -0.311
S  -3.11790  0.16924  0.41786  -0.390
O  6.89303  -0.66230  4.89023  -0.640
O  7.80694  0.56712  3.37688  -0.640
O  1.84702  1.45592  1.94447  -0.700
O  0.80236  -0.21396  3.87772  -0.614
N  -3.50320  -2.46568  -0.40771  0.452
N  -0.86917  3.13950  1.84321  -0.134
N  0.83249  -1.30121  -1.45710  0.748
N  -0.68060  2.37367  -3.41892  0.662
N  2.70333  -2.39002  -1.09811  0.513
N  6.82844  0.08622  3.92665  1.022
N  -0.74561  0.49309  -2.28197  0.693
N  -1.62643  -1.51649  -1.03810  0.549
N  -2.10429  1.21193  3.36065  -0.043
N  -2.36817  -0.86611  4.41243  -0.265
N  0.88703  4.20301  0.72914  -0.290
C  1.99230  -0.37044  4.16151  -0.785
C  5.52371  0.41736  3.40434  -0.617
C  0.90239  4.34476  -3.71914  -1.848
C  4.92517  -3.33275  -1.51648  -2.235
C  -0.55762  3.56330  -5.54361  -1.672
C  1.53731  -1.96714  -0.51252  0.352
C  -4.82277  -2.88972  0.13631  1.165
C  -2.76903  -3.38991  -1.14580  -0.315
C  1.53472  -1.32493  -2.63881  -1.359
C  -0.45217  3.71506  -4.02250  1.164
C  -1.62528  -2.80421  -1.52578  -1.454
C  -0.01599  1.62882  -2.46688  0.053
C  3.29344  -4.56130  -0.09782  -1.644
C  2.98488  1.11537  2.38969  0.514
C  3.81164  -3.17241  -0.48446  1.342
C  -2.79537  0.37808  4.07310  0.327
C  -1.83724  1.68208  -3.77205  -0.650
C  -0.38971  4.12824  1.14405  0.463
C  -1.86970  0.53834  -3.07478  -1.130
C  3.12826  0.22014  3.51333  0.579
C  4.19109  1.60119  1.79229  -0.585
C  -4.05067  2.41615  3.62600  -0.184
C  -2.16100  3.38118  2.26095  -0.314
C  5.41520  1.26829  2.28337  -0.514
C  -2.68951  4.55751  1.84581  -0.275
C  -2.80868  2.36675  3.08686  -0.709
C  2.67818  -1.99972  -2.43000  -0.444
C  -5.67770  -3.36758  -1.04326  -1.615
C  -1.55277  4.64588  -3.49931  -1.379
C  -4.56600  -4.04371  1.11199  -1.512
C  -5.60746  -1.80759  0.86979  -2.017
C  4.39180  -2.42128  0.71927  -1.612
C  4.39894  -0.09901  3.99655  -0.258
C  -2.77448  -1.30056  -0.34355  0.199
B  -0.46029  -0.51992  -1.16338  0.591
H  -0.39170  4.53133  -6.01677  0.454
H  -5.80965  -0.95523  0.22727  0.431
H  4.08392  2.23837  0.92347  0.374
H  -3.88533  -3.71850  1.90018  0.321
H  2.48024  -4.47764  0.61842  0.290
H  -6.55836  -2.24334  1.18442  0.540
H  2.93124  -5.08551  -0.98484  0.392
H  5.25935  -2.96153  1.10197  0.537
H  -0.31735  0.08843  -0.13728  -1.547
H  -1.38107  5.66335  -3.85266  0.455
H  -3.11825  -4.38859  -1.33060  0.562
H  -4.78593  3.20040  3.56592  0.431
H  0.20012  2.86900  -5.90907  0.373
H  -2.59982  -0.25151  -3.07673  0.599
H  4.09719  -5.14808  0.34953  0.469
H  4.70553  -1.41820  0.42014  0.422
H  5.75640  -3.85707  -1.04778  0.451
H  1.72163  3.70221  -4.03136  0.421
H  4.50826  -0.76335  4.84465  0.515
H  -1.37251  -1.02897  4.33997  0.092
H  6.32685  1.63608  1.83467  0.518
H  -5.50741  -4.35383  1.56647  0.460
H  1.41268  3.33753  0.77853  -0.147
H  3.47673  -2.20515  -3.11611  0.538
H  1.02038  4.54267  -2.66008  0.262
H  1.12580  4.82720  -0.01933  0.251
H  -4.12546  -4.90682  0.61185  0.363
H  0.96366  5.28750  -4.26718  0.527
H  -0.79954  -3.19945  -2.09072  0.590
H  -6.66445  -3.65793  -0.68213  0.452
H  -3.67076  4.96172  2.02740  0.432
H  -5.07730  -1.45168  1.74773  0.376
H  -2.54088  4.32814  -3.83509  0.344
H  -5.80043  -2.56193  -1.76848  0.349
H  -1.54752  4.64982  -2.40771  0.226
H  3.65784  -2.33067  1.51282  0.265
H  -2.85856  -1.36508  5.13112  0.250
H  5.28839  -2.36278  -1.85994  0.468
H  1.17192  -0.84321  -3.52930  0.663
H  4.59864  -3.92201  -2.37481  0.497
H  2.24725  -1.03968  5.00239  0.302
H  -5.23830  -4.22699  -1.54971  0.388
H  -1.53756  3.20156  -5.85297  0.385
H  -2.55298  2.06835  -4.47329  0.495

Forces on the atoms, in the same order (eV/Å):
Ba -2.7 -1.9 -1.6
S 0.2 -0.2 0.3
S 0.2 -0.1 -0.1
S 0.2 -0.2 0.1
S 0.3 0.3 0.1
S -0.4 0.2 0.1
O -0.1 0.1 -0.1
O -0.2 0.0 0.0
O 3.6 1.6 0.3
O 0.9 -0.7 1.5
N 0.2 0.2 -0.1
N -0.1 0.9 0.1
N 0.2 -0.2 0.0
N 0.0 -0.3 0.2
N -0.3 0.1 0.0
N 0.4 -0.2 0.2
N 0.0 0.2 -0.2
N -0.3 -0.1 0.0
N -1.0 0.4 1.1
N 0.2 0.0 -0.1
N 0.1 0.0 0.2
C 0.0 -0.2 0.3
C -0.4 0.2 -0.2
C 0.0 -0.2 0.1
C 0.0 0.0 0.0
C 0.0 0.0 0.0
C 0.2 0.0 -0.3
C -0.2 -0.1 0.1
C 0.0 -0.1 -0.1
C 0.0 0.0 -0.1
C -0.1 0.2 -0.1
C 0.0 0.0 -0.1
C -0.3 0.1 -0.3
C 0.0 0.1 0.0
C 0.6 -0.1 0.2
C 0.1 -0.1 0.1
C -0.6 0.2 0.1
C -0.1 0.0 0.0
C -0.4 0.5 0.0
C 0.0 -0.1 -0.1
C -0.1 0.3 -0.4
C -0.2 0.0 0.0
C 0.0 0.0 0.0
C -0.1 0.5 -0.2
C 0.2 -0.1 0.2
C 0.0 -0.1 0.0
C -0.5 -0.1 0.3
C 0.0 0.1 -0.2
C 0.0 0.0 0.0
C 0.0 -0.1 0.0
C 0.0 0.0 0.0
C 0.2 0.1 -0.1
C -0.1 0.0 -0.1
C 0.2 -0.1 0.1
C 0.0 -0.4 -0.1
B 0.1 0.2 0.3
H 0.0 0.0 0.0
H 0.0 0.1 0.0
H 0.0 0.0 0.0
H 0.0 0.0 0.0
H 0.0 0.0 0.0
H 0.1 0.0 0.0
H 0.0 0.0 0.0
H 0.0 0.0 0.0
H -0.2 -0.7 -1.9
H 0.0 0.0 0.0
H 0.0 0.0 0.0
H 0.0 0.0 0.0
H 0.0 0.0 0.0
H 0.0 0.0 0.0
H 0.0 0.0 0.0
H 0.0 0.0 0.0
H 0.0 0.0 0.0
H 0.1 0.0 0.0
H 0.0 0.0 0.0
H 0.0 0.0 0.1
H 0.0 0.0 0.0
H 0.0 0.0 0.0
H 0.0 0.0 -0.1
H 0.0 0.0 0.0
H 0.1 0.0 0.1
H 0.0 -0.1 -0.1
H 0.0 0.0 0.0
H -0.1 -0.1 0.0
H 0.0 0.0 0.0
H 0.0 0.0 0.0
H 0.0 0.0 0.0
H 0.0 0.1 0.0
H 0.0 0.0 0.0
H 0.0 0.0 0.0
H 0.0 0.0 0.0
H -0.1 0.0 0.1
H 0.0 0.0 0.0
H 0.0 0.0 0.0
H 0.0 0.0 0.0
H 0.0 0.0 0.0
H 0.0 0.0 0.0
H 0.0 0.0 0.0
H 0.1 0.0 -0.1
H 0.0 0.0 0.0

Results
2S+1: 1
E_LUMO in eV: 0.0

=====

Entry 2:
# C34H44BrFN5O4Ru

A structure of composition C34H44BrFN5O4Ru in a non-equilibrium geometry (wB97M-V/def2-TZVPD, OMol25).

Last column: Mulliken charge in e.
Positions of all 90 atoms, in Å:
Ru  1.05362  -0.31246  -0.53594  0.936
Br  3.56842  -1.44499  -0.71198  -0.248
F  -2.69517  -2.74168  4.27029  -0.349
O  -0.14216  0.23343  1.20762  -0.996
O  2.46149  1.20773  -1.41400  -0.927
O  -1.25102  2.76514  -1.81609  -0.634
O  -0.31914  0.72835  -1.74882  -0.864
N  -4.00449  1.49585  1.00889  0.310
N  0.36166  -2.37209  -0.15299  -0.484
N  -5.38808  -1.65456  4.40904  0.163
N  0.82026  -4.24794  1.37500  0.048
N  -7.68526  -2.66970  5.09513  -0.115
C  5.27641  1.77728  -3.57088  -0.188
C  8.04572  -0.88048  -3.70335  -2.122
C  0.00392  -5.45948  1.30317  -0.980
C  -4.63937  -0.07130  2.75612  -0.128
C  -2.09549  -1.13254  2.70678  -0.998
C  8.27915  1.59958  -3.57635  -1.583
C  -5.24447  -2.95837  5.06053  -0.686
C  4.04755  2.04219  -3.00938  -0.077
C  -3.11119  1.83790  0.05516  -0.358
C  3.24965  3.36685  -4.95376  -1.674
C  5.48298  -0.38895  -2.53413  -0.287
C  -5.26370  2.19607  1.13188  -0.290
C  -1.35657  0.48653  0.99177  1.805
C  -1.85189  1.33254  -0.03854  -0.354
C  -7.63124  -1.17497  5.22911  -0.769
C  3.34276  3.34101  -3.41643  2.025
C  -4.35665  -1.14262  3.59215  -0.750
C  -1.05096  1.68675  -1.29756  0.501
C  2.08195  -4.32839  2.11151  -0.930
C  7.36878  0.44810  -4.04790  1.926
C  -6.16498  -0.72521  5.21535  -0.597
C  1.93073  3.54795  -2.85946  -2.199
C  -2.38649  -0.05160  1.87501  0.337
C  4.29687  -0.15078  -1.92696  -0.380
C  -6.53169  1.54553  0.64746  -0.422
C  0.59653  -3.25591  0.55932  0.632
C  7.18816  0.52311  -5.57468  -1.552
C  -5.97508  2.73977  -0.06372  -1.008
C  3.51108  1.05236  -2.07564  1.136
C  -6.53540  -3.30028  5.80844  -0.834
C  -3.05319  -1.67056  3.51942  0.643
C  -3.69107  0.47103  1.88316  -0.763
C  4.21996  4.51554  -2.93602  -1.726
C  6.02366  0.60654  -3.37442  -0.309
H  -8.57475  -3.02511  5.44342  0.350
H  -6.67188  -4.37830  5.85265  0.405
H  7.89101  2.57401  -3.87156  0.342
H  -5.31940  2.77712  2.04510  0.442
H  5.69398  2.52283  -4.23264  0.384
H  -7.42978  1.64655  1.24221  0.310
H  -4.42444  -2.99808  5.78059  0.407
H  3.74009  5.45702  -3.20374  0.450
H  -5.64047  0.33246  2.74404  0.830
H  -1.09540  -1.54473  2.70375  0.677
H  -5.05134  -3.70275  4.28785  0.513
H  2.77766  -5.00777  1.61447  0.333
H  6.52763  -0.27224  -5.92413  0.370
H  5.21105  4.49796  -3.39153  0.355
H  9.02564  -0.91131  -4.17788  0.427
H  1.94576  3.71653  -1.78455  0.314
H  0.54579  -6.25891  0.79444  0.343
H  -5.55470  2.58313  -1.04714  0.321
H  7.47369  -1.73233  -4.07648  0.404
H  -3.41999  2.58255  -0.66603  0.691
H  -7.61825  -2.91682  4.10660  0.386
H  2.53699  -3.34304  2.18165  0.313
H  -6.53095  -2.91929  6.82772  0.373
H  -6.42692  0.59533  0.13957  0.235
H  -8.19766  -0.74395  4.40638  0.454
H  2.69325  2.50216  -5.31984  0.390
H  5.99529  -1.32485  -2.36265  0.648
H  4.23190  3.36893  -5.42678  0.366
H  -0.91477  -5.25540  0.75918  0.356
H  -0.24296  -5.78420  2.31330  0.319
H  1.48767  4.42526  -3.33131  0.539
H  8.15704  0.39569  -6.05773  0.458
H  -6.46256  3.69592  0.05666  0.276
H  8.38306  1.58416  -2.48997  0.374
H  -6.11079  0.27458  4.79678  0.425
H  -5.77172  -0.67146  6.23817  0.309
H  -8.10978  -0.89179  6.16491  0.361
H  1.88211  -4.69772  3.11581  0.309
H  1.27510  2.70567  -3.06455  0.466
H  2.72696  4.26904  -5.27031  0.480
H  6.77596  1.48061  -5.89314  0.332
H  9.26924  1.48325  -4.01720  0.464
H  8.19831  -0.98898  -2.62783  0.431
H  4.33676  4.48595  -1.85154  0.390

Forces on the atoms, in the same order (eV/Å):
Ru -0.5 0.5 -0.9
Br 0.0 0.1 -0.1
F -0.2 0.1 0.0
O 0.5 -0.7 -0.8
O -0.9 0.1 0.3
O 0.1 -0.2 -0.2
O 1.2 -0.8 0.5
N 0.0 0.0 -0.2
N 0.5 0.9 0.3
N -0.2 -0.2 0.1
N -0.1 -0.2 0.2
N 0.0 -0.1 0.0
C 0.0 0.0 0.0
C -0.1 0.1 0.0
C -0.1 -0.1 -0.1
C -0.1 0.0 0.0
C 0.0 0.0 0.1
C -0.1 -0.1 0.0
C 0.1 0.1 -0.1
C -0.2 0.1 0.0
C 0.0 0.1 0.2
C 0.0 -0.1 0.0
C -0.1 -0.2 0.2
C -0.2 0.0 0.1
C -0.5 0.5 0.0
C 0.6 -0.3 -0.4
C 0.1 0.5 0.0
C 0.0 0.2 0.0
C 0.1 0.1 -0.2
C -0.6 0.3 0.8
C 0.2 0.0 -0.1
C 0.2 0.0 -0.1
C 0.1 -0.1 0.0
C 0.1 -0.2 0.1
C 0.1 0.1 0.1
C -0.2 -0.2 0.3
C 0.0 -0.1 0.0
C -0.3 0.1 -0.2
C -0.1 0.0 0.1
C 0.1 0.1 -0.1
C 0.3 0.0 -0.1
C 0.3 -0.2 0.1
C 0.1 0.0 0.0
C 0.3 -0.1 0.1
C 0.0 -0.1 0.0
C -0.1 0.1 0.0
H 0.0 0.0 0.0
H -0.1 0.0 0.0
H 0.0 0.0 0.0
H 0.0 0.0 0.0
H 0.0 0.0 0.0
H 0.0 0.1 0.0
H 0.0 0.0 0.0
H 0.0 0.0 0.0
H 0.0 0.0 0.0
H 0.0 0.0 0.0
H 0.0 0.0 0.1
H 0.0 0.0 0.0
H 0.0 0.0 0.0
H 0.0 0.0 0.0
H 0.0 0.0 0.0
H -0.1 0.0 0.0
H 0.0 0.0 0.0
H 0.0 -0.1 0.0
H 0.0 0.0 0.0
H 0.0 0.0 0.1
H 0.0 0.0 0.0
H 0.0 0.0 0.0
H -0.1 0.1 0.0
H 0.0 0.0 0.0
H 0.0 -0.1 0.0
H 0.0 0.0 0.0
H 0.1 0.1 0.0
H 0.0 0.0 0.0
H 0.0 0.0 0.0
H 0.0 0.0 0.0
H 0.1 0.0 0.0
H 0.0 0.0 0.0
H 0.0 0.0 0.0
H 0.0 0.0 0.0
H 0.0 0.0 0.1
H 0.0 0.0 0.0
H -0.1 -0.1 0.0
H 0.0 0.0 0.0
H -0.1 0.0 0.0
H 0.0 0.0 0.0
H 0.0 0.0 0.0
H 0.0 0.0 0.0
H 0.0 0.0 0.0
H 0.0 0.0 0.0

Results
2S+1: 2
E_LUMO (alpha / beta) in eV: -4.8 / -6.1
Net charge: +2

=====

Energy relative to the best compared isomer or geometry (same formula, charge and spin) for every record listed, in sequence, given in eV: 2.282 0.330.